1.
Formula: C18H44O18S5
Source: OMol25
Level of theory: ωB97M-V/def2-TZVPD

Geometry as XYZ:
```
85
Properties=species:S:1:pos:R:3:forces:R:3:mulliken_charge:R:1
O 1.598 -0.069 3.194 0.0427 0.0165 0.2243 -0.59
S 1.045 0.487 1.999 -0.3516 2.9352 1.0560 1.17
O -0.111 1.388 2.060 1.7309 -1.7621 -0.4427 -0.67
O 2.217 1.508 1.343 -1.3752 -1.1986 0.2554 -0.22
C 3.587 1.036 1.281 0.4204 1.6999 0.5639 -0.32
C 4.488 2.091 0.490 0.1387 -1.8150 -1.1714 -1.04
C 0.866 -0.821 0.872 -1.9370 0.3191 -1.9863 -0.72
H 3.603 0.201 0.676 -0.0463 -2.0341 -1.3323 0.30
H 3.875 0.685 2.309 0.2335 0.9364 -0.8892 0.34
H 4.585 3.022 1.000 0.8060 0.3736 1.0048 0.40
H 3.951 2.515 -0.465 0.9871 -1.7350 1.3414 0.18
H 5.551 1.491 0.243 -2.9159 2.0825 0.5647 0.29
H -0.007 -1.529 0.855 0.6399 0.8794 1.1673 0.18
H 1.763 -1.363 0.837 1.2589 -0.7159 0.0294 0.50
H 0.706 -0.302 -0.071 0.3426 0.0022 -0.4443 0.14
O -3.700 -4.869 0.160 2.1254 1.2845 1.0598 -0.70
S -2.609 -4.402 1.057 -5.9654 2.8422 -9.2819 1.14
O -2.179 -5.349 1.899 3.2365 -4.8755 6.2019 -0.57
O -1.346 -3.950 0.121 -1.0067 2.3199 2.0533 -0.02
C -0.677 -4.929 -0.617 -0.0007 -0.5827 -1.9714 -0.56
C 0.174 -4.253 -1.683 1.4424 2.0740 0.3753 -0.71
C -3.272 -2.940 1.821 -4.3195 2.5586 -5.1035 -0.32
H -1.465 -5.417 -1.176 0.0125 -0.9815 0.0845 0.39
H -0.083 -5.574 -0.016 0.1664 -0.6920 0.7552 0.28
H -0.587 -3.536 -2.170 1.6705 -1.2590 -0.1962 0.22
H 0.840 -4.979 -2.319 -1.9336 1.3255 0.8902 0.35
H 0.973 -3.544 -1.181 -1.5015 -1.2716 -0.7928 0.07
H -3.244 -1.896 1.250 0.8315 -2.4971 0.8761 0.02
H -2.755 -2.948 2.642 2.4719 0.8806 5.2397 0.12
H -4.460 -2.958 1.958 2.8351 -1.0171 -0.1383 0.35
O -2.947 5.118 -2.172 3.7275 2.4767 -0.9819 -0.56
S -4.098 4.465 -1.799 -1.8926 -4.4552 -2.5506 1.07
O -5.029 4.040 -2.822 0.9592 -0.1580 0.2785 -0.63
O -3.573 3.122 -0.919 -1.4711 1.4389 -0.1313 -0.40
C -2.537 2.384 -1.568 -3.6173 -3.6203 0.2829 -0.44
C -2.156 1.115 -0.736 -3.8452 0.2438 1.3695 -0.53
C -5.068 5.134 -0.668 -0.9954 -2.8495 3.3495 -0.86
H -1.756 2.961 -1.587 4.6814 3.3313 -0.1331 0.14
H -2.834 2.248 -2.628 0.0528 -0.7294 0.5639 0.52
H -1.686 1.278 0.218 0.3753 0.9519 0.2654 0.20
H -1.544 0.483 -1.253 1.7608 -1.4673 -1.8067 0.29
H -3.028 0.419 -0.394 0.9003 1.4772 -1.0722 0.20
H -5.573 4.119 -0.504 -0.5364 1.8352 0.3926 0.31
H -5.670 5.975 -0.765 -1.1037 1.1522 -1.2447 0.40
H -4.503 5.261 0.205 0.9642 0.3372 1.4534 0.34
O 0.158 -0.231 -2.766 -5.0282 -2.6823 2.7500 -0.56
S 1.120 0.447 -3.445 4.2356 0.9610 -2.8637 1.28
O 2.397 0.499 -2.813 0.7178 0.6605 -0.0354 -0.73
O 1.353 -0.391 -4.883 -1.7103 3.5592 1.4245 -0.29
C 2.152 -1.474 -4.827 0.7168 -6.9626 0.1341 0.02
C 2.385 -1.951 -6.293 1.1682 -1.2096 -0.7624 -1.06
C 0.617 2.118 -3.820 0.6428 -0.3990 -6.0853 -0.43
H 1.697 -2.532 -4.331 -0.2234 2.7472 -0.9871 -0.03
H 3.001 -1.566 -4.139 0.4390 1.7159 -0.6427 0.39
H 1.519 -2.546 -6.698 0.7174 0.5394 0.7106 0.27
H 3.341 -2.636 -6.457 -1.9270 1.4808 0.6884 0.29
H 2.469 -1.110 -6.993 0.2549 0.0085 0.3395 0.31
H 1.585 2.658 -4.027 -1.3687 -0.2466 0.4558 0.35
H -0.054 2.507 -3.159 -1.0625 0.8147 2.7713 -0.17
H -0.144 2.255 -4.809 2.4753 -0.9704 2.1879 0.31
O -1.172 -1.536 4.646 -3.4176 3.6311 -4.7018 -0.52
S -0.510 -2.263 5.576 2.5328 -6.0789 2.2542 1.17
O -1.219 -3.168 6.427 0.1916 -0.0404 -0.0408 -0.65
O 0.633 -3.221 4.665 1.2693 3.7484 4.7734 -0.39
C 0.262 -4.036 3.641 -3.1302 0.9117 -0.8997 0.38
C 1.538 -4.573 2.956 -0.9154 -5.6865 1.3490 -0.97
C 0.415 -1.186 6.528 1.4227 2.3470 -0.8516 -0.79
H -0.387 -3.290 3.004 0.9206 -1.9359 0.1352 -0.27
H -0.461 -4.790 4.194 1.4698 0.5091 -2.1497 0.33
H 1.098 -5.439 2.211 1.3913 2.7617 0.7640 0.23
H 1.831 -5.491 3.756 0.0832 2.7899 -1.6969 0.32
H 2.482 -3.965 2.692 -2.1347 -0.7929 0.2679 0.24
H 0.945 -1.631 7.332 0.7040 -0.7460 0.3289 0.36
H -0.215 -0.393 7.010 -0.0270 -0.9352 -0.8866 0.35
H 1.066 -0.678 5.751 -0.3671 -0.4366 1.1840 0.17
C 0.055 4.974 0.249 3.1432 6.1965 1.3518 -0.12
C 1.449 4.510 0.072 1.7137 0.6778 0.8685 0.64
O 2.111 5.603 -0.634 -0.7362 -0.3680 -0.0606 -0.40
C 1.146 6.487 -1.096 2.0800 0.5387 -1.5221 0.66
O 1.365 7.389 -1.873 -0.0096 -1.1743 1.2825 -0.57
O -0.019 6.183 -0.620 -2.0802 -1.8117 0.8023 -0.35
H -0.289 5.379 1.202 1.0804 0.0864 0.5331 0.27
H -0.618 4.310 0.142 -4.9465 -4.6689 -2.3475 0.02
H 1.612 3.541 -0.358 -0.3902 -0.2542 -1.3475 -0.25
H 1.960 4.316 1.008 0.1054 0.6566 0.4962 0.11
```
Positions in Å, forces in eV/Å.

ΔE to the lowest compared entry with this formula, charge and spin (eV): 0.0000
HOMO-LUMO gap (eV): 10.44
E_tot (eV): -110397.758
Highest occupied orbital energy (eV): -10.2



2.
Formula: C18H45AsF6N3O6V
Source: OMol25
Level of theory: ωB97M-V/def2-TZVPD

Geometry as XYZ:
```
80
Properties=species:S:1:pos:R:3:forces:R:3:mulliken_charge:R:1
O -0.800 -0.913 -2.163 2.3287 1.6608 1.1432 -0.47
V 0.263 -0.145 -1.224 -3.5633 -3.2040 1.7797 0.73
O -0.120 -0.810 0.241 1.3237 1.7299 -2.2681 -0.34
As -2.179 2.700 -0.381 -2.2655 2.0711 0.4314 1.94
F -3.684 3.543 0.058 1.6299 -1.0713 -0.3606 -0.48
F -1.299 3.648 0.914 -0.8829 -2.0094 -1.4898 -0.50
F -0.670 1.780 -0.732 1.3703 -0.3847 -0.0284 -0.30
F -2.817 1.881 -1.736 -0.3787 -0.1546 -0.3662 -0.40
F -1.768 4.000 -1.566 0.2765 -1.3001 1.5658 -0.50
F -2.702 1.215 0.532 1.0621 1.9472 0.0371 -0.51
C 0.753 -1.344 3.709 0.0738 0.0743 -0.1829 -1.51
C -0.674 -0.857 4.152 -0.5635 2.1050 -1.1793 1.77
C -1.763 -1.881 3.687 0.6544 0.0577 -0.5649 -1.13
C -1.959 -3.063 4.575 0.0805 -0.4353 1.3342 -0.85
C -2.143 -2.514 6.005 2.2704 -0.2757 -0.9411 -1.08
C -0.935 -1.628 6.539 -1.8575 -0.2782 1.7944 1.07
N -0.678 -0.538 5.596 2.1464 -1.6915 -0.5610 0.73
O 0.297 0.371 6.024 -1.1685 -1.2589 -0.8216 -0.37
C -1.605 -0.917 7.752 0.4538 0.5124 0.3718 -1.79
C 0.368 -2.419 6.967 0.4398 0.6807 -0.9260 -1.37
C -0.989 0.500 3.353 -0.1439 -1.1045 -0.0673 -1.93
H 1.053 -2.329 4.066 -0.2654 0.1032 0.3336 0.40
H 1.550 -0.626 3.902 -0.2021 0.0548 0.4339 0.44
H 0.736 -1.441 2.623 -0.4225 0.1404 -0.1129 0.16
H -2.728 -1.441 3.435 0.1923 0.5334 0.1989 0.56
H -1.311 -2.203 2.749 -0.4032 0.0210 -0.2730 0.30
H -1.160 -3.788 4.424 0.2627 0.0314 0.4950 0.32
H -2.872 -3.637 4.412 -0.0737 0.2243 -0.6339 0.42
H -2.187 -3.330 6.727 -0.6188 0.2185 0.0710 0.54
H -3.027 -1.884 5.908 -0.1161 -0.1372 0.7328 0.39
H -0.947 -0.203 8.248 0.1870 -0.0346 -0.0672 0.45
H -2.475 -0.364 7.398 -0.0477 -0.0106 0.0237 0.45
H -1.952 -1.585 8.541 0.1257 -0.3387 -0.3245 0.40
H 0.954 -2.748 6.109 -0.4876 -0.3435 -0.2287 0.26
H 1.123 -1.807 7.462 -0.5212 0.4743 0.3458 0.40
H 0.196 -3.282 7.610 -0.6002 0.1722 -0.1261 0.39
H -0.144 1.178 3.229 -0.0158 -0.2025 0.1404 0.43
H -1.868 1.056 3.678 0.0987 -0.0967 0.6878 0.40
H -1.342 0.142 2.386 0.5082 0.1467 -0.3305 0.36
H -0.213 1.149 6.261 -0.1448 0.7610 0.2177 0.40
C 1.796 -2.540 -2.705 -1.3206 -0.5851 -0.1641 -0.53
O 1.909 -1.816 -1.463 0.1592 0.3432 -0.9712 -0.16
H 0.837 -3.057 -2.686 -0.2450 0.1279 -0.1152 0.28
H 1.756 -1.840 -3.540 0.4237 -0.0550 0.1222 0.01
H 2.502 -3.362 -2.828 0.6120 0.5819 0.0921 0.43
H 2.358 -2.417 -0.863 -0.2235 0.3997 0.5966 0.24
C 3.268 2.210 -3.482 0.9040 1.1813 0.4121 -1.49
C 2.600 1.370 -2.425 1.3241 0.3105 -1.6741 0.90
C 2.825 1.848 -1.011 -1.4305 -0.6317 -0.8210 -0.96
O 2.175 0.851 -0.221 -0.7237 -0.0485 0.4569 -0.24
C 2.039 1.309 1.117 0.8216 0.3483 1.0078 -0.71
N 1.209 1.186 -2.831 -0.1865 -0.4961 1.2382 0.06
H 4.294 1.840 -3.475 0.1948 0.6019 -0.7948 0.44
H 3.259 3.276 -3.254 0.1613 0.1463 0.2404 0.38
H 2.779 2.174 -4.456 0.2816 -0.6101 -0.0558 0.28
H 3.203 0.470 -2.544 -0.9533 -0.8698 0.4095 0.09
H 2.259 2.770 -0.874 0.4626 0.4618 0.2131 0.45
H 3.885 1.886 -0.762 -0.0506 0.3496 0.0031 0.40
H 3.039 1.466 1.522 0.3015 -0.2357 0.0800 0.49
H 1.530 0.604 1.773 -0.1253 -0.1093 -0.6516 -0.13
H 1.595 2.300 1.211 -0.5931 -0.0613 -0.4438 0.44
H 0.809 2.087 -3.050 -0.4880 0.7162 0.9422 0.34
H 1.197 0.861 -3.788 -0.0745 -1.3475 -0.2356 -0.01
C -0.945 1.955 -8.213 -0.3836 -2.0090 -0.0103 -1.48
C -1.130 1.181 -6.861 0.3414 0.8451 -2.3921 0.35
C 0.205 0.723 -6.350 0.1312 -0.8952 0.2347 -0.82
O 0.052 -0.061 -5.166 -0.2448 -0.6319 -0.0351 -0.20
C -0.342 -1.447 -5.411 0.6841 0.5641 1.4954 -0.84
N -1.878 2.021 -5.979 0.5203 -0.3876 1.2165 -0.72
H -1.957 2.048 -8.608 0.2027 0.2797 -0.2487 0.36
H -0.382 1.258 -8.833 -0.0798 0.0848 -0.5426 0.37
H -0.416 2.905 -8.291 -0.1152 0.0568 0.8638 0.32
H -1.742 0.289 -6.996 -0.0315 -0.0291 -0.6711 0.41
H 0.808 1.611 -6.162 0.2514 0.0473 0.4873 0.22
H 0.778 0.072 -7.011 -0.1165 0.3069 -0.7424 0.42
H -1.261 -1.619 -5.971 0.1121 0.4414 -0.1324 0.33
H -0.468 -1.820 -4.395 -0.4590 -0.0455 -0.1028 0.14
H 0.485 -2.044 -5.796 0.1242 0.2590 -0.6293 0.37
H -1.154 2.599 -5.577 -0.1641 1.0376 0.3018 0.29
H -2.057 1.385 -5.215 -0.7467 0.1688 0.7365 0.32
```
Positions in Å, forces in eV/Å.

HOMO-LUMO gap (alpha / beta) (eV): 7.96 / 4.73
E_tot (eV): -138974.622
Total charge: +1
Highest occupied orbital energy (alpha / beta) (eV): -11.3 / -11.3
2S+1: 2



3.
Formula: C18H45BF4N3O6
Source: OMol25
Level of theory: ωB97M-V/def2-TZVPD

Geometry as XYZ:
```
77
Properties=species:S:1:pos:R:3:forces:R:3:mulliken_charge:R:1
B 0.472 -0.390 -0.124 -1.2402 3.7605 6.3366 0.11
F 0.623 1.026 0.295 -0.0808 -0.5625 -0.2751 -0.49
F 0.625 -0.478 -1.353 0.7526 -0.5014 -7.3564 0.20
F 1.380 -1.081 0.593 1.6430 -1.4943 1.3182 -0.43
F -0.786 -0.759 0.310 -1.3403 -0.3654 -0.1978 -0.20
C -2.019 -2.387 -3.431 -2.4260 0.8532 -1.4244 -0.24
C -2.090 -1.502 -4.721 0.7328 -5.2066 8.3165 0.23
N -2.299 -0.847 -5.581 -1.0962 4.0050 -5.6231 -0.38
H -3.050 -2.847 -3.203 1.4672 0.8094 -0.6995 0.34
H -1.342 -3.157 -3.621 1.0430 -1.3618 -0.2974 0.28
H -1.688 -1.940 -2.504 0.1190 0.8324 -0.2533 -0.19
C 0.586 0.694 -4.373 1.2751 3.6995 -0.7383 0.55
C 0.225 1.066 -5.869 3.5045 -3.2780 11.8462 0.04
N 0.017 1.352 -6.895 -1.9352 2.5581 -9.1427 -0.34
H 0.117 1.524 -3.768 0.5160 -0.6084 -0.5873 0.01
H -0.005 -0.116 -4.106 -0.4222 -1.9057 0.3884 -0.52
H 1.736 0.689 -3.981 -2.8359 -0.3380 -1.7315 0.16
C 1.188 3.846 2.852 -1.8020 6.7969 0.7124 0.03
C 1.644 4.899 1.772 -3.0263 -7.1400 8.0261 0.09
N 2.113 5.609 1.089 3.3055 5.6473 -5.5304 -0.37
H 0.158 4.260 3.141 1.0725 -0.8638 -0.5448 0.16
H 1.066 3.017 2.337 -0.3801 -4.4573 -1.8546 -0.33
H 1.662 3.821 3.835 0.8913 -0.0089 -0.7926 0.43
C -2.728 2.427 3.525 7.7676 0.2241 -2.6761 -1.33
C -2.580 1.227 2.512 2.8072 4.1586 3.0992 0.50
O -2.983 0.190 3.213 -1.6187 -2.4733 2.1677 -0.60
H -3.651 2.687 3.735 -4.4848 1.0671 1.3955 0.54
H -2.154 3.323 3.021 -1.4569 -1.1881 0.6242 0.18
H -2.001 2.257 4.358 -1.2559 -0.1904 -0.0736 0.22
H -1.512 1.250 2.267 0.0635 -0.4520 -0.4266 -0.43
H -3.129 1.538 1.728 -2.0739 0.3168 -3.3141 0.56
H -2.962 -0.615 2.727 0.3891 -1.3947 -0.6863 0.26
C 4.433 0.099 -1.692 0.4461 -2.4521 1.5248 -1.36
C 3.940 -1.324 -1.674 -9.6913 7.1178 6.4419 -0.21
O 3.890 -1.734 -0.286 -1.6117 0.2107 1.6198 -0.66
H 3.833 0.830 -1.212 -0.5623 0.1416 1.2660 0.23
H 4.447 0.430 -2.630 0.5839 1.3645 -4.2833 0.50
H 5.428 -0.033 -1.320 0.7047 0.8809 0.4715 0.35
H 4.398 -2.005 -2.069 5.5270 -6.9066 -5.0818 0.79
H 2.788 -1.397 -1.945 2.3258 0.2138 -0.5101 -0.05
H 3.005 -1.440 0.168 2.6071 -0.7113 -1.5877 0.45
C 0.896 0.703 5.256 -0.2899 -3.0121 1.2035 -0.79
C 0.836 -0.220 3.979 2.6364 -1.2689 4.6082 1.03
O 1.819 0.153 3.151 3.8465 0.5811 -2.9181 -0.60
H 1.046 1.671 4.837 0.2937 0.9464 0.4028 -0.04
H 1.649 0.353 6.129 -1.3729 1.0246 -2.3753 0.28
H -0.125 0.577 5.698 0.7323 0.5628 -0.1089 0.30
H 0.050 0.031 3.460 -5.5060 0.5709 -1.8606 -0.68
H 0.883 -1.293 4.291 -0.2730 0.5300 -0.3430 0.26
H 1.680 -0.087 2.198 -0.0932 0.1506 1.5049 0.26
C 0.435 4.816 -2.459 1.1169 -1.1472 -3.2833 -1.24
C 0.620 3.541 -1.568 -3.6653 6.0757 2.8949 0.69
O -0.530 2.829 -1.582 -2.6365 1.3595 -3.4160 -0.61
H -0.093 4.543 -3.588 1.9577 0.2294 3.0151 0.19
H 1.441 5.325 -2.612 -1.0714 -0.8622 -0.1675 0.32
H -0.194 5.630 -2.225 -1.0136 0.4899 1.4397 0.38
H 0.859 3.740 -0.471 -0.0748 0.6383 -1.2993 -0.40
H 1.371 3.026 -1.860 5.3270 -3.5088 -2.6047 0.21
H -0.435 2.234 -0.922 0.0788 -3.4162 3.3409 0.30
C 0.175 -5.291 -0.729 4.3945 -2.1863 2.4023 -1.33
C 0.823 -3.957 -0.570 4.3400 -2.1566 -7.8223 0.74
O 0.451 -3.250 -1.798 0.2008 4.7433 0.1929 -0.51
H 0.441 -5.691 0.304 -0.0785 -0.4999 -1.0054 0.36
H 0.727 -5.968 -1.480 -1.1745 1.1811 0.9888 0.29
H -0.851 -5.412 -0.683 -2.1913 0.4989 -0.7569 0.40
H 2.048 -3.921 -0.602 -2.9826 -0.6720 0.7408 0.06
H 0.463 -3.345 0.053 -2.4406 3.6824 6.1364 -0.33
H 0.507 -2.134 -1.604 -0.0319 -5.0336 -1.0135 0.18
C -4.086 -2.203 0.425 0.5015 -1.5981 0.2256 -0.70
C -2.981 -3.027 1.357 -4.8316 4.3135 2.7742 -0.35
O -2.030 -2.203 2.040 -1.0583 -0.4824 -0.8034 -0.63
H -4.852 -2.983 0.036 1.3147 1.2413 0.5111 0.33
H -3.502 -1.797 -0.432 -0.6074 -0.1396 0.4632 0.02
H -4.667 -1.388 0.894 0.5186 -0.4365 0.0950 0.29
H -2.529 -3.533 0.678 3.1518 -3.7369 -4.2590 0.23
H -3.568 -3.714 1.993 0.6712 0.5765 0.2939 0.40
H -1.574 -1.765 1.285 0.1066 -0.0366 0.9366 0.61
```
Positions in Å, forces in eV/Å.

ΔE to the lowest compared entry with this formula, charge and spin (eV): 3.5806
HOMO-LUMO gap (eV): 9.91
E_tot (eV): -47694.817
Total charge: -1
Highest occupied orbital energy (eV): -7.3



Record-wise max |F| values, in eV/A: 11.4; 5.1; 13.6